Molecular formula: C5H10O
Method: DFT, ωB97M-V/def2-TZVPD

Results
multiplicity = 1
HOMO = -8.3253 eV
M = 86.13 g/mol
energy relative to the best compared isomer or geometry (same formula, charge and spin) = 115.5 kcal/mol
orbital gap = 0.3147 hartree

Bonds (Å) are listed after each position.
Atoms and positions in Å:
1 C -0.38927 0.65182 2.09889  C2 1.531, H7 1.095, H8 1.093, H9 1.095
2 C -0.87126 0.90486 0.66772  C1 1.531, C3 1.504, H10 1.098, H11 1.094
3 C 0.05913 0.41420 -0.40756  C2 1.504, O4 1.341, C6 1.353
4 O 1.31092 0.86530 -0.23775  C3 1.341, H12 0.970
5 C 0.87158 -2.00576 -1.85850  H13 1.116, H14 1.107
6 C -0.34409 -0.36762 -1.43620  C3 1.353, H15 1.107, H16 1.082
7 H -1.08541 1.11377 2.80617  C1 1.095
8 H 0.60215 1.08065 2.26711  C1 1.093
9 H -0.34450 -0.41890 2.32255  C1 1.095
10 H -0.99730 1.98543 0.51741  C2 1.098
11 H -1.84938 0.44311 0.50637  C2 1.094
12 H 1.87695 0.52017 -0.94587  O4 0.970
13 H 1.80603 -1.48928 -1.53228  C5 1.116
14 H 0.51623 -2.47082 -0.91942  C5 1.107
15 H 0.21516 -0.53790 -2.37651  C6 1.107
16 H -1.37694 -0.68903 -1.47214  C6 1.082

Electronic structure analysis, natural (NBO) charges in units of e: C -0.60; C -0.46; C 0.46; O -0.65; C -0.53; C -0.58; H 0.22; H 0.22; H 0.21; H 0.23; H 0.22; H 0.49; H 0.09; H 0.14; H 0.31; H 0.23